No. 1
79
Properties=species:S:1:pos:R:3:forces:R:3:mulliken_charge:R:1 method="wB97M-V/def2-TZVPD" homo_ha=-0.316
C 3.828 -2.331 0.332 0.5 0.0 -0.3 -1.83
C 4.011 -0.902 -0.147 -0.2 -0.1 0.0 0.51
Br 4.532 -1.059 -2.034 0.5 -0.2 0.1 -0.13
C 2.774 0.037 0.084 0.3 -0.3 -0.2 0.26
Br 2.204 0.946 -1.535 -0.4 0.5 0.1 -0.09
Si 1.232 -0.746 0.892 -0.1 0.1 0.0 0.28
P -0.729 -0.456 -0.216 -0.3 0.8 0.1 0.40
O -0.646 -1.155 -1.661 0.0 -0.2 0.0 -0.31
O -1.746 -1.453 0.574 0.4 -0.2 0.1 -0.40
S -1.380 1.342 -0.268 0.0 0.0 -0.1 -0.35
H 4.766 -2.871 0.191 0.0 0.0 0.1 0.45
H 3.093 -2.841 -0.285 -0.2 0.0 0.2 0.51
H 3.567 -2.403 1.386 -0.1 0.1 0.0 0.35
H 4.882 -0.458 0.329 -0.1 0.2 0.0 0.10
H 3.091 0.863 0.720 0.0 -0.1 0.1 -0.01
H 0.960 -0.135 2.207 0.1 0.1 0.0 -0.13
H 1.311 -2.208 1.097 0.0 0.0 0.0 -0.16
H -0.730 -2.111 -1.547 0.0 -0.2 -0.3 0.29
H -1.242 -2.022 1.169 -0.2 -0.2 0.1 0.28
C -4.757 -0.691 0.563 -0.1 0.1 0.2 -0.93
C -6.078 -0.017 0.831 0.0 0.0 -0.1 0.85
O -6.227 0.770 1.737 0.0 0.0 0.0 -0.58
C -7.219 -0.365 -0.098 -0.1 0.1 0.1 -1.16
H -4.017 -0.355 1.282 0.0 0.0 0.0 0.28
H -4.870 -1.774 0.638 0.0 0.0 -0.1 0.36
H -4.406 -0.445 -0.441 0.0 -0.1 0.0 0.24
H -7.436 -1.433 -0.057 0.1 0.0 -0.1 0.43
H -6.954 -0.100 -1.123 0.0 -0.1 0.0 0.21
H -8.108 0.188 0.198 0.0 0.0 0.0 0.29
C -7.214 3.033 -1.629 -0.1 -0.1 -0.1 -0.90
C -8.533 3.633 -2.054 0.0 0.0 0.0 0.80
O -9.188 3.160 -2.951 0.0 0.0 0.0 -0.56
C -8.991 4.857 -1.296 -0.1 0.0 -0.1 -1.08
H -6.999 2.164 -2.247 0.0 0.0 0.0 0.18
H -6.411 3.762 -1.747 0.0 0.0 0.1 0.39
H -7.263 2.730 -0.581 0.1 0.1 0.0 0.22
H -8.256 5.657 -1.396 0.0 0.0 0.1 0.32
H -9.099 4.622 -0.236 0.1 0.0 0.0 0.31
H -9.947 5.193 -1.691 0.0 0.0 0.0 0.30
C 5.426 4.121 0.146 -0.2 0.0 0.1 -1.24
C 5.739 2.738 0.653 0.0 0.1 -0.1 1.00
O 4.990 2.154 1.405 0.0 -0.2 0.0 -0.58
C 7.027 2.107 0.184 -0.1 -0.1 0.1 -1.30
H 4.478 4.458 0.560 0.0 0.0 0.0 0.29
H 6.212 4.817 0.443 0.0 0.0 -0.1 0.35
H 5.363 4.112 -0.943 0.1 0.0 0.0 0.40
H 7.877 2.723 0.481 0.0 0.0 -0.1 0.40
H 7.025 2.021 -0.904 0.0 0.1 0.0 0.34
H 7.132 1.117 0.622 0.0 0.0 0.0 0.31
C 4.884 3.776 4.225 -0.2 0.1 -0.1 -0.94
C 4.885 5.285 4.211 0.0 0.0 0.0 0.84
O 4.226 5.914 3.418 0.0 0.0 0.0 -0.54
C 5.757 5.975 5.236 -0.1 0.1 -0.1 -1.12
H 4.225 3.402 3.447 0.0 0.0 0.0 0.13
H 5.894 3.403 4.043 0.0 0.0 0.1 0.28
H 4.547 3.408 5.195 0.1 0.0 0.0 0.43
H 6.798 5.678 5.103 0.0 -0.1 0.1 0.31
H 5.446 5.693 6.243 0.1 -0.1 0.0 0.32
H 5.673 7.053 5.121 0.0 0.0 0.0 0.31
C 1.464 -7.110 1.048 -0.1 0.2 0.0 -1.16
C 2.520 -6.108 0.651 0.0 0.0 0.0 0.80
O 2.374 -4.922 0.837 -0.1 -0.1 0.0 -0.46
C 3.770 -6.657 0.007 0.0 0.2 0.0 -1.04
H 0.619 -6.594 1.497 0.0 0.0 0.0 0.29
H 1.124 -7.663 0.171 0.1 -0.1 0.0 0.34
H 1.875 -7.822 1.765 0.0 -0.1 -0.1 0.34
H 3.514 -7.194 -0.907 0.0 -0.1 0.0 0.34
H 4.266 -7.352 0.686 0.0 -0.1 0.0 0.34
H 4.448 -5.841 -0.233 0.0 0.0 0.0 0.21
C -4.426 -2.888 -4.322 0.0 -0.2 0.1 -1.09
C -2.994 -3.233 -3.990 0.0 0.0 0.0 0.89
O -2.714 -4.191 -3.306 0.0 0.0 0.1 -0.57
C -1.928 -2.321 -4.542 0.1 -0.1 0.1 -1.07
H -5.093 -3.614 -3.865 0.0 0.0 0.0 0.30
H -4.664 -1.891 -3.949 0.0 0.0 -0.1 0.28
H -4.571 -2.893 -5.403 0.0 0.1 0.0 0.35
H -2.076 -1.308 -4.162 0.0 0.0 -0.1 0.28
H -1.966 -2.299 -5.632 -0.1 0.1 0.0 0.43
H -0.951 -2.678 -4.228 0.0 0.0 0.0 0.23


No. 2
19
Properties=species:S:1:pos:R:3:forces:R:3:mulliken_charge:R:1 method="wB97M-V/def2-TZVPD" e_above_lowest_kcal_mol=43.3 charge=-1 homo_ha=-0.159
C -1.017 -0.442 -3.710 0.1 -5.4 1.6 -1.09
C -0.344 -1.706 -0.409 -1.6 0.8 0.7 -0.15
C -1.148 0.234 -1.087 0.7 -2.7 -0.3 -0.57
C -0.927 -0.619 -2.181 0.6 0.9 0.2 0.42
N -0.837 -0.488 0.028 1.3 -2.9 -2.4 0.04
N -0.501 -1.850 -1.719 0.9 0.7 0.8 -0.66
H -0.753 -0.233 0.979 0.3 0.9 1.6 0.36
H -0.010 -2.417 0.358 -0.1 0.1 -0.8 0.39
H -1.521 1.142 -0.790 -0.9 2.4 -0.7 0.43
H -0.554 -1.454 -4.185 -0.6 2.5 1.2 0.26
H -0.675 0.380 -4.221 0.8 2.1 -0.7 0.36
H -2.043 -0.655 -3.853 -1.4 0.4 -1.0 0.27
C 1.805 1.661 2.814 -3.4 2.3 -0.6 -0.98
C 1.117 0.292 3.104 3.8 0.2 2.5 0.49
O 0.075 -0.025 2.592 -3.3 -0.3 -2.3 -0.73
O 1.709 -0.356 4.008 0.2 0.3 -0.4 -0.72
H 2.819 1.836 2.654 2.0 -0.7 0.4 0.34
H 1.422 2.355 3.587 0.7 -0.6 0.7 0.24
H 1.384 2.343 2.030 -0.3 -1.3 -0.6 0.29


No. 3
121
Properties=species:S:1:pos:R:3:forces:R:3:mulliken_charge:R:1 method="wB97M-V/def2-TZVPD" smiles="CCOS(C)(=O)=O.CCOS(C)(=O)=O.CCOS(C)(=O)=O.CCOS(C)(=O)=O.CCOS(C)(=O)=O.CCOS(C)(=O)=O.CCOS(C)(=O)=O.ClCCCl.ClCCCl" homo_ha=-0.396
C 2.484 -0.509 -4.684 -1.6 -2.0 -0.5 -0.95
C 1.968 -2.011 -4.517 0.8 0.9 0.7 -0.43
O 0.544 -1.938 -4.410 -1.8 -1.3 0.1 -0.14
S -0.353 -3.344 -4.124 0.4 0.5 1.3 0.90
C -2.010 -2.560 -4.307 0.7 -0.2 -0.7 -0.93
O -0.084 -4.310 -5.191 -0.4 1.5 1.7 -0.61
O -0.218 -3.723 -2.691 0.0 0.7 -3.6 -0.35
H 3.566 -0.432 -4.582 -0.2 0.1 0.0 0.42
H 1.902 0.139 -4.028 0.5 -0.1 0.4 0.07
H 2.116 -0.252 -5.677 0.6 0.3 -0.2 0.36
H 2.245 -2.662 -5.345 0.1 0.2 -0.1 0.43
H 2.333 -2.461 -3.593 0.2 0.0 0.1 0.28
H -2.168 -2.245 -5.338 0.3 -0.3 -0.1 0.39
H -2.128 -1.652 -3.714 0.3 -0.4 0.5 0.22
H -2.740 -3.336 -4.078 0.2 0.1 0.3 0.41
C -3.179 -0.202 5.508 1.8 0.5 -0.3 -1.16
C -1.989 0.481 4.656 -0.7 -2.7 1.9 -0.09
O -2.534 1.552 4.022 -1.6 2.8 -3.2 -0.35
S -2.662 1.577 2.381 -1.8 1.3 0.6 0.97
C -3.753 0.108 2.096 1.1 1.0 0.3 -0.57
O -3.399 2.796 2.025 1.2 -2.3 1.0 -0.67
O -1.365 1.362 1.811 -0.2 -0.3 0.1 -0.28
H -3.921 -0.624 4.829 -0.1 0.2 0.1 0.27
H -3.603 0.514 6.211 -0.2 0.2 -0.4 0.41
H -2.808 -0.995 6.158 0.3 -0.2 -0.2 0.32
H -1.161 0.848 5.263 -0.1 -0.2 0.2 0.50
H -1.599 -0.229 3.927 0.2 -0.2 0.1 0.02
H -3.144 -0.738 2.415 -0.3 -0.1 -0.1 -0.19
H -3.986 0.043 1.033 0.1 0.1 0.1 0.41
H -4.643 0.250 2.709 0.1 0.0 -0.1 0.42
C 1.141 6.701 2.940 -0.2 1.7 -1.2 -0.95
C 2.168 5.684 2.608 -0.7 0.5 -1.7 -0.12
O 2.170 4.682 3.584 -0.5 -3.0 0.9 -0.45
S 1.105 3.385 3.437 0.2 1.2 0.0 1.09
C 1.608 2.619 1.917 0.3 0.0 -1.0 -1.05
O 1.367 2.531 4.577 -0.2 1.1 -1.3 -0.67
O -0.242 3.868 3.161 1.3 -0.3 0.7 -0.44
H 0.940 7.295 2.048 0.2 0.0 -0.4 0.29
H 1.602 7.452 3.580 -0.8 -0.3 0.9 0.37
H 0.152 6.279 3.119 0.4 0.1 0.9 0.17
H 1.974 5.308 1.604 -0.2 -0.5 0.0 0.09
H 3.135 6.168 2.478 0.3 -0.4 0.7 0.42
H 1.117 3.104 1.074 -0.5 0.2 0.3 0.23
H 1.287 1.577 1.902 0.1 0.2 0.4 0.31
H 2.657 2.717 1.635 0.2 -0.2 0.8 0.63
C -2.454 -3.307 3.146 0.8 0.4 0.8 -0.20
C -2.001 -4.740 3.393 -0.3 -0.4 -1.3 -0.55
O -3.031 -5.397 4.112 -0.4 -1.5 2.4 -0.37
S -2.994 -5.546 5.771 1.7 3.6 -1.0 1.23
C -4.046 -4.111 6.151 0.5 -1.0 0.0 -0.80
O -3.720 -6.670 6.189 -0.6 -1.7 -0.2 -0.59
O -1.634 -5.298 6.257 -1.9 -0.5 -1.0 -0.62
H -1.748 -2.740 2.539 0.0 -0.2 -0.2 0.02
H -2.463 -2.825 4.123 0.0 0.2 0.1 -0.01
H -3.461 -3.183 2.749 0.1 -0.5 -0.2 0.38
H -1.973 -5.342 2.485 0.0 0.3 -0.4 0.27
H -1.013 -4.913 3.820 -0.1 0.6 0.5 0.35
H -3.366 -3.269 6.279 -0.4 0.0 0.3 0.08
H -4.587 -4.480 7.023 0.2 0.6 0.3 0.46
H -4.782 -3.948 5.363 0.3 -0.1 -0.1 0.29
C -0.906 3.273 -1.816 -0.6 0.3 -0.3 -0.60
C -1.700 3.749 -0.628 0.5 -1.1 0.2 0.87
O -2.218 5.063 -0.820 0.1 1.4 0.1 -0.33
S -1.633 6.259 0.112 0.5 0.4 1.0 1.12
C -2.514 5.856 1.664 0.6 0.5 -1.3 -0.57
O -0.199 6.049 0.298 -1.5 0.0 -0.5 -0.52
O -2.087 7.570 -0.355 0.4 -2.6 0.3 -0.65
H -0.049 3.920 -2.001 0.2 -0.3 0.0 0.32
H -1.547 3.271 -2.698 0.1 0.2 -0.1 0.28
H -0.671 2.225 -1.630 0.6 0.0 0.1 -0.29
H -2.523 3.048 -0.488 -0.4 0.4 0.1 0.19
H -1.078 3.641 0.261 -0.1 0.5 0.2 -0.65
H -3.552 5.919 1.336 0.0 0.1 0.5 0.38
H -2.204 6.633 2.363 -0.3 -0.1 0.0 0.41
H -2.267 4.856 2.021 0.1 0.2 -0.2 -0.02
C 7.952 -3.385 -2.275 1.4 0.3 -1.5 -1.29
C 7.410 -3.515 -0.899 -0.7 0.3 -0.2 0.12
O 7.240 -2.135 -0.463 -0.9 0.8 1.9 -0.31
S 6.122 -1.756 0.746 -0.8 0.7 0.0 1.15
C 4.606 -2.092 -0.317 0.3 -0.5 1.1 -0.89
O 6.192 -2.734 1.842 0.0 1.5 -2.2 -0.58
O 6.165 -0.301 1.079 0.4 -3.8 -1.4 -0.59
H 8.867 -2.793 -2.293 0.2 0.0 0.3 0.32
H 7.343 -2.870 -3.018 -0.6 0.0 0.4 0.29
H 8.238 -4.324 -2.749 -0.2 -0.3 0.3 0.39
H 6.446 -4.015 -0.982 0.0 -0.1 0.5 0.17
H 8.083 -4.073 -0.248 -0.1 0.2 0.2 0.27
H 4.476 -1.390 -1.140 0.4 0.1 0.3 0.30
H 3.719 -2.155 0.314 0.1 0.6 0.3 0.32
H 4.654 -3.123 -0.668 0.5 0.1 -0.2 0.32
C -0.657 1.343 -4.849 0.0 0.1 -0.1 -0.38
C -1.917 2.112 -5.263 -1.1 -3.5 -0.6 -0.59
O -1.847 3.437 -5.107 -0.1 5.2 0.6 -0.29
S -3.070 4.443 -5.678 0.8 0.7 0.7 1.12
C -2.287 4.852 -7.271 0.3 0.0 0.2 -0.92
O -4.209 3.597 -5.903 0.3 0.4 0.2 -0.61
O -3.164 5.644 -4.823 0.6 -3.0 -2.0 -0.56
H -0.742 0.342 -5.272 0.0 -0.1 0.0 0.24
H -0.532 1.231 -3.772 -0.3 0.1 0.1 -0.18
H 0.295 1.749 -5.191 -0.2 0.3 -0.3 0.35
H -2.223 1.877 -6.282 0.5 -0.2 -0.5 0.63
H -2.772 1.725 -4.709 0.0 -0.2 0.4 0.29
H -2.833 5.630 -7.806 0.0 0.2 0.5 0.38
H -2.195 4.019 -7.968 -0.5 -0.5 0.5 0.32
H -1.257 5.127 -7.045 -0.2 0.4 0.1 0.33
Cl 3.659 -5.871 1.424 0.0 0.0 -0.5 -0.15
C 2.011 -6.546 1.474 -1.2 0.6 0.2 -0.38
C 1.097 -6.259 0.225 2.1 -1.7 0.6 -0.79
Cl 1.004 -4.585 -0.163 -0.2 1.0 0.1 0.07
H 1.591 -6.051 2.350 -0.2 -0.2 0.0 0.10
H 2.110 -7.611 1.680 -0.1 0.1 -0.2 0.42
H 0.104 -6.700 0.301 0.1 0.1 0.4 0.37
H 1.618 -6.764 -0.589 -0.3 0.1 -0.3 0.33
Cl -1.531 -2.190 -0.376 -0.1 0.0 0.3 -0.18
C -0.510 -0.772 -0.090 1.0 0.6 -0.2 0.34
C 0.789 -0.860 -0.888 -0.7 -1.0 -1.0 0.78
Cl 1.914 0.412 -0.527 0.5 1.1 0.3 -0.22
H -0.261 -0.609 0.959 -0.5 -0.3 0.0 0.23
H -1.055 0.080 -0.496 0.0 0.0 0.4 -0.34
H 0.505 -0.754 -1.935 0.2 -0.2 -0.1 -0.32
H 1.380 -1.769 -0.785 -0.6 -0.2 0.2 -0.25


No. 4
16
Properties=species:S:1:pos:R:3:forces:R:3:mulliken_charge:R:1 method="wB97M-V/def2-TZVPD" e_above_lowest_kcal_mol=17.6 homo_ha=-0.304
C -2.213 1.677 -0.050 -0.6 -0.5 -0.1 -1.23
C -0.969 0.870 0.005 1.3 0.0 0.9 -0.26
C -0.869 -0.476 0.032 -1.5 1.6 -0.2 0.99
C -2.074 -1.402 0.013 0.1 0.1 0.2 -1.36
N 0.322 -1.188 0.045 1.1 -1.9 -0.5 -0.20
C 1.635 -0.814 -0.048 0.2 -0.8 -0.2 -0.06
S 2.317 0.683 0.011 -0.3 -0.7 0.0 -0.34
H -2.346 2.196 0.884 -0.1 0.3 0.5 0.28
H -3.108 1.075 -0.199 0.0 0.0 -0.1 0.29
H -2.199 2.431 -0.830 0.2 0.1 -0.2 0.32
H -0.075 1.477 0.260 -0.5 -0.7 -0.7 0.15
H -1.839 -2.211 -0.676 -0.4 -0.2 -0.1 0.36
H -2.227 -1.846 1.011 0.1 0.1 -0.3 0.27
H -3.031 -0.931 -0.270 0.7 -0.2 0.0 0.31
H 0.155 -2.201 -0.168 0.5 1.5 0.5 0.25
H 2.291 -1.736 -0.207 -0.9 1.3 0.3 0.24


No. 5
17
Properties=species:S:1:pos:R:3:forces:R:3:mulliken_charge:R:1 method="wB97M-V/def2-TZVPD" smiles=CC(C)[C@H](C)F e_above_lowest_kcal_mol=39.8 homo_ha=-0.413
C 0.304 1.138 1.566 2.3 1.3 -2.1 -1.68
C 0.341 -0.087 0.652 0.8 1.5 0.4 0.68
C -0.323 -1.203 1.438 0.6 -1.8 1.0 -1.31
C -0.292 0.239 -0.694 1.5 -1.4 -1.4 0.28
C -0.591 -1.004 -1.501 0.4 -0.4 -2.2 -1.21
F 0.577 1.066 -1.519 0.2 -0.7 0.8 -0.37
H -0.673 1.290 1.783 -3.3 0.9 0.5 0.51
H 0.713 0.937 2.541 1.0 0.2 0.2 0.44
H 0.687 2.090 1.009 -0.3 -1.7 1.4 0.29
H 1.447 -0.235 0.478 -1.2 -0.7 -0.1 0.19
H -0.371 -2.125 0.863 0.2 -0.2 0.0 0.34
H 0.359 -1.415 2.310 -0.7 0.1 -0.7 0.40
H -1.359 -1.156 1.875 0.9 1.0 -0.7 0.29
H -1.086 0.902 -0.684 -2.1 0.8 0.8 0.36
H 0.365 -1.410 -1.880 0.4 1.7 -1.6 0.29
H -1.410 -0.997 -2.301 1.5 0.2 1.2 0.24
H -0.497 -1.973 -1.091 -2.0 -1.0 2.2 0.27